Entry 1:
Here is C37H52BInN5P2 as an isolated structure from the Open Molecules 2025 dataset. Energies are from the ωB97M-V functional and the def2-TZVPD basis.

CARTESIAN COORDINATES (ANGSTROEM)
In -0.86009 -0.25677 0.05396
C -0.49701 2.46245 3.22979
C -0.21552 1.10296 3.85958
C 1.04681 1.17967 4.71784
P -0.22640 -0.35409 2.69766
C -1.03590 -1.66533 3.77103
C -0.72445 -1.61973 5.27528
C -0.84458 -3.09913 3.27492
C 1.46860 -0.87773 2.30466
C 2.23186 -1.52549 3.29226
C 3.45899 -2.10275 3.04533
C 4.25169 -2.78708 4.12570
C 3.92715 -2.04347 1.72911
C 3.21421 -1.41120 0.73795
C 1.98210 -0.78456 0.99082
N 1.26360 -0.18076 -0.04842
C 1.88983 0.45177 -1.12445
C 3.14789 1.06395 -0.99511
C 3.71980 1.77736 -2.03041
C 3.08240 1.93232 -3.26112
C 3.70253 2.71325 -4.39046
C 1.84245 1.33503 -3.39420
C 1.22788 0.61237 -2.36546
P -0.40233 -0.13705 -2.60737
C -0.12434 -1.62729 -3.67648
C 0.87485 -1.38052 -4.80719
C 0.32455 -2.83504 -2.85658
C -1.50770 1.01551 -3.58243
C -1.19951 2.50110 -3.37913
C -1.65132 0.74612 -5.08169
H -0.61204 3.20110 4.02599
H -1.41198 2.46108 2.63948
H 0.33012 2.79209 2.60220
H -1.07185 0.87345 4.49728
H 1.93720 1.28471 4.09544
H 1.18565 0.30820 5.35436
H 0.98268 2.05744 5.36503
H -2.09459 -1.40741 3.65496
H 0.27222 -2.00403 5.49264
H -1.42953 -2.28622 5.77532
H -0.82721 -0.64265 5.73910
H 0.20112 -3.33691 3.07707
H -1.41118 -3.30809 2.37813
H -1.19771 -3.78493 4.04695
H 1.83494 -1.59149 4.29697
H 3.65647 -2.91928 5.02902
H 5.13703 -2.20615 4.39201
H 4.59333 -3.77088 3.80128
H 4.86514 -2.52494 1.47431
H 3.59460 -1.41545 -0.27525
H 3.67836 0.98141 -0.05581
H 4.69380 2.22930 -1.87690
H 4.74087 2.95993 -4.17302
H 3.17073 3.65034 -4.56734
H 3.68364 2.14529 -5.32167
H 1.33087 1.42022 -4.34751
H -1.10891 -1.84163 -4.10128
H 1.87151 -1.19239 -4.40661
H 0.60652 -0.55805 -5.46538
H 0.93022 -2.28619 -5.41461
H 1.19230 -2.60284 -2.23290
H 0.61232 -3.64443 -3.52919
H -0.46514 -3.20978 -2.21910
H -2.48072 0.80676 -3.12457
H -0.33766 2.80303 -3.97326
H -0.98095 2.75924 -2.35108
H -2.05308 3.09618 -3.71226
H -0.75544 1.04277 -5.62796
H -2.47520 1.35130 -5.46650
H -1.87191 -0.29272 -5.31920
N -3.41524 2.38251 -0.00887
C -3.94678 1.10583 0.06144
C -5.34537 1.03911 0.13909
C -5.96709 -0.18021 0.16142
C -5.19052 -1.33524 0.10687
C -3.83153 -1.19379 0.04502
N -3.18948 0.00793 0.02642
C -2.13584 2.92199 -0.02068
C -2.06215 4.31484 -0.13096
C -0.83044 4.91687 -0.19863
C 0.31315 4.12614 -0.12648
C 0.15040 2.77261 0.01739
N -1.05284 2.15486 0.05523
H -4.12965 3.09048 -0.03698
H -5.91973 1.95590 0.17750
H -7.04635 -0.23718 0.21879
H -5.62992 -2.32180 0.11497
H -3.19687 -2.06391 0.00561
H -2.97219 4.89934 -0.18266
H -0.75888 5.99155 -0.30584
H 1.30696 4.54769 -0.16833
H 1.00672 2.12358 0.11889
B -0.15028 -4.94720 0.03093
C -0.68994 -3.48141 0.07938
N -1.10942 -2.40002 0.09566
H -0.01149 -5.31141 1.17872
H -0.98514 -5.59319 -0.56912
H 0.90529 -4.88911 -0.56630

Results
* charge: +1
* energy: -2612.44425 Eh
* Kohn-Sham gap: 6.761 eV
* LUMO level: -2.75 eV
* molecular weight: 754.44 g/mol

Entry 2:
Here is a 6-piece molecular cluster, C35H91N4O5P overall from the Open Molecules 2025 dataset. Energies are from the ωB97M-V functional and the def2-TZVPD basis.

CARTESIAN COORDINATES (ANGSTROEM)
C -0.74820 -1.59941 -0.90325
C -1.74156 -0.41914 -0.83756
C -2.53479 -0.56412 0.48038
O -1.06834 0.77911 -1.07872
H 0.14501 -1.65293 -0.28083
H -0.49674 -1.80610 -1.94352
H -1.25120 -2.55069 -0.72964
H -2.46101 -0.54304 -1.64696
H -3.09622 -1.49776 0.51492
H -3.36548 0.13755 0.55604
H -1.80534 -0.55593 1.29029
C -6.56415 -1.88593 -0.24589
C -6.10477 -3.16370 -0.94432
C -4.56873 -3.39527 -1.21298
O -4.38673 -4.76659 -1.58641
C -3.02113 -5.16141 -1.90452
N -6.66215 -4.31346 -0.11135
H -7.63807 -4.51068 -0.28105
H -6.14764 -5.13936 -0.38206
H -6.42782 -4.36064 0.86996
H -6.39959 -0.93690 -0.75614
H -5.93952 -1.68465 0.62440
H -7.62706 -1.90847 -0.00543
H -6.67371 -3.23086 -1.87163
H -4.09423 -3.22310 -0.24691
H -4.13113 -2.77354 -1.99404
H -2.23705 -4.89927 -1.19417
H -2.67841 -4.67158 -2.81596
H -3.00222 -6.21139 -2.19656
C 3.37304 -6.28621 3.72923
C 2.85561 -5.03145 2.98766
C 1.35788 -4.74315 3.03575
O 1.05457 -3.38704 2.59268
C -0.40163 -3.07131 2.65234
N 3.69373 -3.88610 3.40490
H 3.15050 -3.09662 3.08598
H 4.63197 -3.92076 3.03260
H 3.72497 -3.87010 4.41429
H 2.92894 -7.05969 3.10265
H 2.96248 -6.39285 4.73331
H 4.45280 -6.42158 3.66689
H 3.00474 -5.06232 1.90835
H 0.97393 -5.02016 4.01756
H 0.84718 -5.39227 2.32446
H -0.61477 -3.22322 3.71044
H -1.04726 -3.85429 2.25458
H -0.60391 -2.05775 2.30612
C -4.62652 2.35710 -1.68370
C -3.84810 3.37861 -0.90898
C -3.89788 2.99895 0.60853
O -5.09549 2.25918 0.89984
C -5.05262 1.77116 2.20566
N -2.32638 3.49204 -1.33422
H -1.82883 4.13926 -0.73953
H -1.82791 2.63950 -1.12253
H -2.13055 3.75052 -2.29075
H -4.47471 2.37167 -2.76298
H -5.68235 2.56043 -1.50495
H -4.45526 1.34094 -1.32845
H -4.18382 4.39902 -1.09376
H -3.82659 3.90953 1.20338
H -3.00947 2.41578 0.85095
H -5.90654 1.12353 2.40434
H -5.15172 2.57216 2.93825
H -4.23901 1.10974 2.50342
C -2.09978 0.78290 -4.74801
C -0.58027 0.89678 -4.86329
C -0.00039 1.51299 -6.15264
O -0.04955 0.71432 -7.35139
C 0.64110 -0.49026 -7.22492
N -0.09110 1.73837 -3.67484
H -0.57639 2.62393 -3.65531
H -0.36410 1.33998 -2.78779
H 0.91674 1.72277 -3.73897
H -2.36721 0.12125 -5.57190
H -2.62265 1.73625 -4.67148
H -2.36052 0.22562 -3.84827
H -0.14744 -0.07600 -4.62990
H 1.07593 1.53612 -5.98203
H -0.33272 2.53667 -6.32504
H 0.15877 -1.12899 -6.48499
H 1.71038 -0.42611 -7.02332
H 0.56590 -1.11830 -8.11262
C -0.69544 0.64387 4.40556
C 0.44143 1.65785 4.43919
C 1.54437 1.51026 3.31658
C 0.97265 1.64798 1.92180
P 2.22661 1.82041 0.66434
C 3.82129 2.34294 1.40671
C 5.13731 2.13313 0.62668
C 6.40535 1.85199 1.56953
C 6.69645 2.90559 2.73027
C 2.43259 0.26423 -0.08947
C 2.97928 -0.88453 0.83687
C 3.71016 -1.99146 -0.00155
C 2.81355 -2.83816 -0.94325
C 1.72218 3.17022 -0.52620
C 1.97978 4.66970 -0.06649
C 3.22792 5.23176 -0.71248
C 3.34200 6.72310 -0.49774
H -1.28630 0.58201 3.49168
H -1.23557 0.73683 5.34775
H -0.20724 -0.32818 4.33578
H 0.87738 1.44169 5.41455
H 0.05991 2.67882 4.45146
H 1.89975 0.48376 3.40658
H 2.40548 2.12825 3.57089
H 0.38600 2.55206 1.75881
H 0.40556 0.78314 1.57748
H 3.86589 1.72912 2.30635
H 3.69093 3.37387 1.73577
H 5.34498 2.98612 -0.01937
H 5.13545 1.23436 0.00998
H 7.35101 1.76682 1.03422
H 6.28903 0.86639 2.02026
H 7.66256 2.62242 3.14804
H 5.95689 2.93639 3.53039
H 6.79112 3.89874 2.29117
H 3.20824 0.57695 -0.78852
H 1.47165 0.03572 -0.55044
H 2.24013 -1.45357 1.40075
H 3.59382 -0.52951 1.66415
H 4.21076 -2.70022 0.65811
H 4.55797 -1.65472 -0.59815
H 2.58054 -2.13365 -1.74166
H 1.90695 -3.29477 -0.54617
H 3.44934 -3.66798 -1.25190
H 0.64559 3.00652 -0.57347
H 2.04617 2.99436 -1.55197
H 1.99998 4.62008 1.02218
H 1.04313 5.16879 -0.31493
H 3.23240 5.00927 -1.77953
H 4.13603 4.84698 -0.24840
H 2.47982 7.12586 -1.02929
H 4.24483 7.14867 -0.93578
H 3.27259 7.01846 0.54917

Results
* charge: +4
* energy: -2323.23577 Eh
* Kohn-Sham gap: 8.372 eV
* LUMO level: -8.70 eV
* molecular weight: 679.11 g/mol
* ΔE to the lowest compared entry with this formula, charge and spin: 0.000 eV

Entry 3:
Here is a single C3H7NO molecule from the Open Molecules 2025 dataset. Energies are from the ωB97M-V functional and the def2-TZVPD basis.

CARTESIAN COORDINATES (ANGSTROEM)
C -0.61245 1.13253 0.18547
C 0.42216 -0.00265 0.01283
N 0.19583 -0.98131 1.05375
C 0.10593 -0.66155 -1.31350
O 0.74439 -0.52032 -2.31975
H -0.18434 2.08246 -0.13475
H -0.85131 1.21166 1.23846
H -1.50399 0.96448 -0.41999
H 1.43594 0.41104 -0.04608
H 0.21227 -0.58711 1.98539
H 0.84613 -1.76520 1.05803
H -0.81055 -1.28402 -1.29986

Results
* energy: -248.48319 Eh
* Kohn-Sham gap: 10.743 eV
* SMILES: C[C@@H](N)C=O
* LUMO level: 1.06 eV
* molecular weight: 73.09 g/mol
* ΔE to the lowest compared entry with this formula, charge and spin: 1.178 eV